(1)
DFT (wB97M-V/def2-TZVPD) results for one molecule with the formula C2H3N3O.

XYZ file:
```
9
Properties=species:S:1:pos:R:3:forces:R:3:lowdin_charge:R:1
O -1.84276 -0.27141 -0.10649 0.19 -0.26 0.17 0.093
C -0.51940 -0.05879 -0.06835 0.49 0.32 0.29 -0.384
C 0.13770 1.11598 -0.27348 -0.29 0.05 -0.04 -0.078
N 1.48247 0.88370 -0.17075 0.16 -0.11 -0.53 -0.008
N 1.70066 -0.35039 -0.01475 0.56 0.85 -0.48 -0.047
N 0.44495 -1.04113 0.11158 0.55 0.33 0.23 0.045
H -2.03482 -1.21670 -0.05331 0.10 0.07 0.01 0.122
H -0.24070 2.10199 -0.48611 -0.07 -0.11 -0.02 0.106
H 0.87190 -1.16327 1.06166 -1.67 -1.14 0.36 0.152
```
Positions in Å, forces in eV/Å.

The calculation puts the energy above the lowest of the compared OMol25 structures with the same formula, charge and spin at 2.659 eV. As for the HOMO energy: -9.627 eV. The energy comes out at -317.43461 Eh. For the HOMO-LUMO gap, the calculation gives 0.373 hartree.

***

(2)
DFT (wB97M-V/def2-TZVPD) results for one molecule with the formula C22H17Br2ClO2S.

XYZ file:
```
45
Properties=species:S:1:pos:R:3:forces:R:3:lowdin_charge:R:1
O -2.01923 1.07065 -1.73559 0.69 0.27 0.39 -0.328
S -1.22505 1.71518 -0.70019 -1.22 0.43 0.34 0.643
O -1.79882 1.84646 0.61768 0.70 -0.74 0.00 -0.306
C -0.95261 3.44161 -1.14677 0.34 0.40 -0.59 -0.278
C -0.46254 4.41886 -0.24657 -0.35 0.28 -0.66 -0.045
C -0.49610 5.77747 -0.64166 0.20 -1.11 0.22 -0.066
C -0.97413 6.14550 -1.89584 0.32 -0.33 -0.21 -0.081
C -1.42442 5.17118 -2.77489 0.18 -0.93 0.15 -0.070
C -1.40273 3.80755 -2.42200 0.15 0.61 0.33 -0.054
C 0.35650 0.83098 -0.81271 0.85 -1.30 -0.84 -0.733
Cl 1.62770 1.46453 0.10302 1.18 1.52 1.03 0.711
C 0.50735 -1.03414 -0.54066 -1.84 4.14 -3.85 -0.222
C 0.12800 -1.61051 0.70801 -1.57 -0.69 1.91 -0.074
C -1.18607 -1.58827 1.18243 2.18 -0.30 -1.25 -0.003
C -1.55231 -2.35324 2.37347 0.03 -0.41 1.89 -0.206
C -2.90616 -2.62976 2.74215 0.87 0.71 -0.20 -0.025
C -3.22500 -3.17509 3.99426 1.10 -0.32 -0.13 -0.119
C -2.17725 -3.49894 4.88553 -0.26 -0.06 -0.72 -0.675
Br -2.59805 -4.30478 6.56569 0.07 0.22 -0.33 0.707
C -0.82975 -3.30730 4.53735 -0.45 -0.24 -0.28 -0.130
C -0.52122 -2.75487 3.29791 -0.52 0.91 -0.23 -0.030
C 1.77928 -1.38205 -1.27601 1.29 0.22 0.00 -0.217
C 1.93145 -1.35145 -2.69186 -0.56 0.11 -0.02 -0.026
C 3.05628 -1.88675 -3.33187 0.35 -0.01 -0.37 -0.124
C 4.14780 -2.36261 -2.59178 -0.84 0.29 0.12 -0.668
Br 5.73187 -3.00564 -3.48954 -0.83 0.17 0.49 0.700
C 4.08473 -2.26101 -1.20846 0.08 0.06 0.45 -0.119
C 2.96466 -1.69500 -0.55315 -0.54 -0.14 -0.17 -0.033
H -0.04759 4.13994 0.72252 -0.29 0.01 -0.27 0.108
H -0.09507 6.53455 0.01996 -0.04 -0.08 0.06 0.104
H -0.87971 7.16984 -2.24900 -0.27 -0.09 0.26 0.109
H -1.74895 5.42975 -3.76882 -0.09 0.15 -0.13 0.102
H -1.72698 3.03905 -3.12417 -0.02 0.24 0.26 0.111
H 0.55884 0.93325 -1.92743 -0.08 -0.24 1.38 0.092
H -0.37241 -0.80997 -1.19040 0.40 -2.47 -0.20 0.110
H 0.95992 -2.19638 1.19423 -1.35 0.65 -0.29 0.115
H -1.98594 -1.02667 0.62704 0.93 -0.63 0.56 0.132
H -3.70545 -2.30817 2.05145 0.43 -0.33 0.46 0.119
H -4.25456 -3.41482 4.24000 0.17 0.18 0.09 0.099
H -0.02095 -3.61998 5.20511 -0.44 0.25 -0.13 0.104
H 0.53791 -2.46389 3.12222 -1.00 -0.44 0.02 0.112
H 1.18335 -0.81672 -3.32821 0.36 -0.99 0.61 0.128
H 3.12066 -1.97570 -4.42959 -0.23 0.42 0.67 0.107
H 4.91349 -2.68318 -0.64353 -0.09 0.49 0.13 0.100
H 2.99924 -1.41946 0.53068 0.02 -0.84 -0.97 0.123
```
Positions in Å, forces in eV/Å.

The calculation puts the energy above the lowest of the compared OMol25 structures with the same formula, charge and spin at 0.000 eV. As for the HOMO energy: -8.059 eV. The energy comes out at -7005.29552 Eh. For the HOMO-LUMO gap, the calculation gives 0.272 hartree.

***

(3)
DFT (wB97M-V/def2-TZVPD) results for C3H14NPbS as an isolated structure.

XYZ file:
```
20
Properties=species:S:1:pos:R:3:forces:R:3:lowdin_charge:R:1
C -0.46135 0.15105 -3.13372 0.20 -0.64 -0.38 -0.123
Pb -0.87205 -1.16139 -0.65325 -0.24 -0.74 0.78 1.049
N -1.10137 -2.56731 1.42339 0.54 -0.42 -0.95 -0.072
H 0.14940 -2.61297 -1.13982 0.07 0.31 -0.11 -0.117
H -0.19134 -2.57568 1.89844 -0.82 -0.23 0.01 0.063
H -1.09787 -0.67973 -2.73225 0.56 0.95 -0.77 -0.115
H -0.07060 -0.31166 -4.05010 -0.02 0.66 0.08 0.055
H 0.37916 0.51259 -2.49921 -0.59 -0.65 -0.21 0.010
H -1.12166 0.99418 -3.29301 -0.09 0.04 -0.35 0.044
H -1.86474 -2.17469 1.95029 0.06 -0.35 0.46 0.042
H -1.32327 -3.47620 0.97846 0.21 0.70 0.94 0.057
C 2.17378 1.84532 0.92615 -0.13 0.03 0.24 -0.341
S 0.89627 0.62596 0.51175 -0.16 0.00 0.01 0.593
C -0.46792 1.22190 1.53183 -0.12 0.30 0.62 -0.429
H 3.09582 1.52988 0.41352 -0.36 0.32 0.33 0.054
H 2.26027 1.79606 2.02963 0.30 0.20 -0.73 0.059
H 1.80279 2.83265 0.58810 0.47 -0.56 0.19 0.060
H -0.50370 0.62178 2.45638 -0.10 0.40 -0.31 0.046
H -0.24470 2.27166 1.78767 -0.32 -0.45 -0.08 0.054
H -1.43692 1.15660 1.00576 0.57 0.14 0.22 0.009
```
Positions in Å, forces in eV/Å.

The calculation puts the energy above the lowest of the compared OMol25 structures with the same formula, charge and spin at 0.000 eV. As for the HOMO energy: -12.711 eV. The energy comes out at -768.18185 Eh. The net charge is +1. For the HOMO-LUMO gap, the calculation gives 0.306 hartree.

***

(4)
DFT (wB97M-V/def2-TZVPD) results for a 2-piece molecular cluster, C3H3IN2O overall.

XYZ file:
```
10
Properties=species:S:1:pos:R:3:forces:R:3:lowdin_charge:R:1
C -0.58213 -0.03121 0.04381 -2.43 -2.93 2.68 -0.016
C 0.52691 0.65978 -0.02201 0.55 1.40 -1.08 -0.139
C -1.47473 0.29428 -1.13442 2.88 0.89 0.33 -0.439
N 0.41764 1.40099 -1.18060 -0.36 -0.86 -0.34 -0.050
N -0.63914 1.19573 -1.93929 -0.30 0.49 0.95 0.133
O -2.60429 0.01072 -1.41435 -0.41 -0.39 -0.08 0.102
I 2.18289 3.17530 2.57270 0.01 0.03 0.00 0.100
H -0.81850 -0.69820 0.93039 -0.01 0.82 -1.57 0.128
H 1.43325 0.94629 0.49527 -0.35 -0.89 0.75 0.053
H 1.01923 2.17749 -1.12922 0.43 1.43 -1.63 0.127
```
Positions in Å, forces in eV/Å.

The calculation puts the energy above the lowest of the compared OMol25 structures with the same formula, charge and spin at 2.373 eV. As for the HOMO energy (spin up / spin down): -10.034 / -8.742 eV. The energy comes out at -598.44885 Eh. For the HOMO-LUMO gap (spin up / spin down), the calculation gives 0.317 / 0.177 hartree.

***

(5)
DFT (wB97M-V/def2-TZVPD) results for an isolated ion of composition C5H11N2O4S2 and charge -1.

XYZ file:
```
24
Properties=species:S:1:pos:R:3:forces:R:3:lowdin_charge:R:1
C -1.88091 0.38445 -1.00410 1.54 0.16 0.70 -0.333
C -0.09862 -2.10729 1.76914 -1.75 -1.46 0.26 -0.099
C 2.01030 2.82263 0.38428 -4.13 -0.82 0.98 -0.082
C -1.59900 -1.83121 1.68336 -0.34 -0.78 -3.48 -0.183
C 1.21576 2.20109 -0.82573 -0.36 0.23 0.28 -0.326
N -2.07144 -0.01379 0.18129 -0.54 -1.53 0.83 0.056
N 1.45415 -0.02175 -0.58592 0.51 0.11 1.01 -0.579
O -0.67923 -2.25775 -3.38182 0.03 0.25 0.03 -0.617
O -1.39451 -0.26331 -2.06853 -0.40 1.14 0.08 -0.304
O -1.96551 -1.44297 0.29863 0.31 1.23 0.17 -0.315
O 1.76209 1.11124 -1.50444 0.14 -1.32 0.60 -0.288
S 1.47554 -1.47509 -1.19570 -0.69 0.90 -0.92 0.591
S -0.80334 -1.84542 -1.96013 0.54 -2.04 -0.95 0.718
H -1.82594 1.46953 -0.97943 -0.43 0.03 -1.01 0.114
H 0.15287 -2.91180 1.12441 -0.26 -0.99 -0.96 0.040
H 0.61703 -1.42732 1.45979 0.78 2.33 -0.29 0.008
H 0.16418 -2.52822 2.70271 0.20 -0.06 1.55 0.053
H 1.81534 2.24375 1.30664 0.64 -0.27 -0.56 0.065
H 2.99239 3.08866 0.28185 2.69 0.03 -0.71 0.019
H 1.52311 3.76248 0.68646 -0.22 0.10 -0.52 0.056
H -2.00189 -0.97461 2.17386 -0.22 0.01 1.54 0.086
H -2.21148 -2.79025 1.60344 0.83 1.08 1.57 0.135
H 1.19415 2.91054 -1.63907 -0.40 0.82 -0.07 0.093
H 0.15495 1.89641 -0.51100 1.50 0.83 -0.14 0.093
```
Positions in Å, forces in eV/Å.

The calculation puts the energy above the lowest of the compared OMol25 structures with the same formula, charge and spin at 0.277 eV. As for the HOMO energy: -2.862 eV. The energy comes out at -1403.77095 Eh. The net charge is -1. For the HOMO-LUMO gap, the calculation gives 0.232 hartree.